(1)
The following is a DFT calculation (ωB97M-V with the def2-TZVPD basis set) of a cluster of 2 separate species, C2H8N3P in total in a non-equilibrium geometry.

Values from the calculation:
HOMO level (spin up / spin down) in eV: -6.5472 / -6.5477
Multiplicity: 1
LUMO level (spin up / spin down) in eV: 0.30 / 0.30
Relative energy (zero: lowest compared OMol25 entry of this formula, charge and spin) in kcal/mol: 105.3
Max |F| in eV/A: 4.103
Gap between HOMO and LUMO (spin up / spin down) in eV: 6.85 / 6.85

```
14
Properties=species:S:1:pos:R:3:forces:R:3
C -1.845 -0.646 1.600 -0.82 -0.77 2.71
C -0.963 -0.388 0.381 -2.07 -0.84 -0.69
N 0.992 1.003 0.143 0.35 1.04 -0.11
N 2.417 1.455 -3.210 0.51 -2.23 0.18
N -0.075 0.813 0.662 0.38 -3.65 -1.84
P 1.065 0.698 -2.584 0.46 0.71 0.00
H -1.211 -1.078 2.512 -1.13 0.98 -1.90
H -2.344 0.332 2.019 0.67 -1.88 -0.89
H -2.663 -1.486 1.437 1.58 2.02 0.06
H -0.539 -1.411 0.109 0.48 1.98 0.09
H -1.645 -0.052 -0.463 0.90 -0.46 0.71
H 2.634 2.439 -3.314 -0.19 -0.16 0.13
H 3.195 0.784 -3.429 -0.87 1.54 0.14
H -0.579 1.360 1.317 -0.24 1.73 1.42
```
Positions in Å, forces in eV/Å.

(2)
The following is a DFT calculation (ωB97M-V with the def2-TZVPD basis set) of an isolated molecule of C27H33N3O.

Values from the calculation:
Structure (SMILES): Cc1ccccc1-c1ncc(CN2CCC(CO)(CCCc3ccccc3)CC2)cn1
HOMO level in eV: -8.6685
Multiplicity: 1
LUMO level in eV: 0.37
Relative energy (zero: lowest compared OMol25 entry of this formula, charge and spin) in kcal/mol: 23.9
Max |F| in eV/A: 0.676
Gap between HOMO and LUMO in eV: 9.04

```
64
Properties=species:S:1:pos:R:3:forces:R:3
C -4.306 -2.559 -1.762 0.01 -0.17 -0.18
C -5.156 -2.291 -0.563 0.00 0.13 0.09
C -6.023 -3.283 -0.119 -0.06 -0.05 0.03
C -6.833 -3.106 0.987 -0.01 0.02 0.03
C -6.786 -1.912 1.688 -0.06 -0.06 0.03
C -5.931 -0.915 1.270 0.02 -0.01 -0.07
C -5.114 -1.081 0.148 -0.43 -0.42 0.24
C -4.251 0.045 -0.219 0.38 0.55 -0.07
N -4.113 1.016 0.690 -0.17 -0.15 0.26
C -3.339 2.036 0.393 0.19 0.11 -0.37
C -2.665 2.151 -0.822 -0.16 -0.20 0.00
C -1.696 3.264 -1.114 0.02 -0.02 0.01
N -0.330 2.975 -0.703 0.06 0.09 -0.03
C -0.172 2.816 0.729 0.19 0.14 0.14
C 1.314 2.812 1.080 -0.20 -0.25 -0.08
C 2.100 1.701 0.362 0.18 0.06 0.16
C 1.708 0.306 0.889 -0.22 0.24 -0.46
O 2.053 0.080 2.235 0.04 0.08 0.47
C 3.602 1.961 0.603 -0.09 -0.10 -0.14
C 4.571 0.928 0.011 -0.06 0.14 0.30
C 5.089 -0.065 1.062 -0.04 -0.02 -0.32
C 5.869 -1.163 0.400 0.03 0.01 0.15
C 5.238 -2.335 0.002 0.01 0.02 0.02
C 5.943 -3.333 -0.647 -0.03 -0.09 -0.06
C 7.293 -3.171 -0.909 0.06 -0.09 -0.06
C 7.932 -2.007 -0.517 0.10 0.00 -0.05
C 7.223 -1.012 0.131 -0.02 -0.01 0.01
C 1.772 1.813 -1.134 -0.20 -0.16 0.12
C 0.273 1.867 -1.416 0.21 -0.02 -0.12
C -2.896 1.101 -1.706 0.13 0.46 0.25
N -3.667 0.071 -1.415 -0.26 -0.25 -0.07
H -3.260 -2.352 -1.547 0.05 -0.04 -0.12
H -4.408 -3.595 -2.076 -0.03 -0.09 0.03
H -4.597 -1.907 -2.582 0.10 -0.06 -0.08
H -6.062 -4.220 -0.658 0.03 -0.06 -0.06
H -7.498 -3.897 1.301 -0.05 -0.07 0.02
H -7.412 -1.763 2.555 -0.05 0.02 0.07
H -5.878 0.022 1.801 -0.02 0.01 0.04
H -3.259 2.804 1.155 0.08 0.13 0.00
H -1.678 3.466 -2.189 -0.06 0.06 0.07
H -2.010 4.173 -0.592 -0.02 -0.02 -0.11
H -0.651 3.667 1.221 -0.04 -0.07 0.03
H -0.658 1.897 1.101 -0.01 0.07 0.01
H 1.730 3.774 0.777 0.05 0.05 0.07
H 1.430 2.730 2.164 0.07 0.04 0.07
H 0.633 0.137 0.748 0.13 -0.05 -0.07
H 2.239 -0.459 0.320 -0.03 0.01 -0.08
H 1.566 0.699 2.788 0.01 -0.07 0.02
H 3.831 2.946 0.189 -0.06 0.08 0.04
H 3.771 2.016 1.680 0.01 0.10 0.05
H 4.093 0.373 -0.798 0.03 -0.04 -0.10
H 5.429 1.444 -0.426 0.00 -0.07 -0.09
H 4.246 -0.483 1.612 0.04 0.02 0.09
H 5.725 0.470 1.770 -0.06 0.00 0.07
H 4.186 -2.469 0.211 -0.12 -0.01 0.04
H 5.440 -4.241 -0.947 -0.04 -0.07 -0.02
H 7.845 -3.950 -1.414 0.04 -0.06 -0.03
H 8.986 -1.876 -0.716 0.08 0.01 -0.01
H 7.727 -0.106 0.437 0.05 0.10 0.05
H 2.198 0.974 -1.685 0.08 -0.03 -0.05
H 2.221 2.732 -1.514 0.06 0.02 -0.05
H 0.122 2.032 -2.487 -0.04 -0.08 0.01
H -0.195 0.901 -1.157 -0.01 0.06 -0.07
H -2.450 1.087 -2.694 0.10 0.10 -0.07
```
Positions in Å, forces in eV/Å.